Here is a cluster of 2 separate species, C4H9NO2 in total from OMol25. Energies are from ωB97M-V with the def2-TZVPD basis set.

The geometry in ORCA input format:
```
! wB97M-V def2-TZVPD RIJCOSX def2/J DEFGRID3
* xyz 0 1
C 2.56 -1.02 -0.15
N 1.74 -0.10 0.61
C 1.42 -0.41 1.79
C -1.36 0.20 0.40
O -0.60 0.82 -0.48
O -2.62 0.28 0.03
C -2.99 0.97 -1.17
H 2.76 -1.96 0.39
H 3.51 -0.55 -0.41
H 2.04 -1.26 -1.09
H 0.34 0.71 -0.17
H 0.76 0.25 2.36
H 1.75 -1.33 2.28
H -4.07 0.84 -1.25
H -2.49 0.53 -2.04
H -2.73 2.03 -1.09
*
```

Output
frontier orbital gap	0.3590	hartree
ΔE to the lowest compared entry with this formula, charge and spin	3.6947	eV
highest occupied orbital energy	-8.683	eV
lowest unoccupied orbital energy	1.08	eV

Here is an isolated molecule of C4H9NO2 from OMol25. Energies are from ωB97M-V with the def2-TZVPD basis set.

The geometry in ORCA input format:
```
! wB97M-V def2-TZVPD RIJCOSX def2/J DEFGRID3
* xyz 0 1
C -1.38 1.07 -1.01
C -0.65 0.21 0.13
C -1.51 -0.99 0.60
O -2.74 -1.03 0.61
N 0.67 -0.39 -0.29
C 1.69 0.05 0.63
O 3.04 -0.57 0.28
H -2.15 1.59 -0.44
H -0.65 1.81 -1.18
H -1.68 0.51 -1.89
H -0.43 0.64 1.12
H -0.99 -1.98 0.61
H 0.64 -0.32 -1.30
H 1.91 1.12 0.72
H 1.44 -0.31 1.64
H 2.76 -1.42 -0.22
*
```

Output
structure (SMILES)	C[C@@H](C=O)NCO
frontier orbital gap	0.3745	hartree
ΔE to the lowest compared entry with this formula, charge and spin	3.1206	eV
highest occupied orbital energy	-9.390	eV
lowest unoccupied orbital energy	0.80	eV

Number 1: E -9876.366 eV, strongest force on any atom 0.53 eV/Å. Number 2: E -9876.940 eV, strongest force on any atom 3.60 eV/Å.